(1)
{"formula": "C37H85CaF3HgN3O16S2", "method": "the ωB97M-V functional and the def2-TZVPD basis", "s_squared": 0.754, "orbital_gap_ev": [6.27, 8.37], "spin_multiplicity": 2, "species": ["Ca", "Hg", "C", "C", "O", "O", "H", "H", "H", "C", "C", "O", "O", "H", "H", "H", "C", "O", "O", "C", "F", "F", "F", "C", "C", "H", "H", "H", "H", "H", "H", "C", "C", "C", "O", "H", "H", "H", "H", "H", "H", "H", "H", "C", "C", "C", "O", "H", "H", "H", "H", "H", "H", "H", "H", "C", "C", "C", "O", "H", "H", "H", "H", "H", "H", "H", "H", "C", "C", "C", "O", "C", "N", "H", "H", "H", "H", "H", "H", "H", "H", "H", "H", "H", "C", "C", "C", "O", "C", "N", "H", "H", "H", "H", "H", "H", "H", "H", "H", "H", "H", "C", "C", "C", "O", "C", "N", "H", "H", "H", "H", "H", "H", "H", "H", "H", "H", "H", "C", "C", "C", "S", "O", "O", "C", "H", "H", "H", "H", "H", "H", "H", "H", "C", "C", "C", "S", "O", "O", "C", "H", "H", "H", "H", "H", "H", "H", "H"], "coordinates": [[4.619, -23.893, 9.392], [7.771, -22.761, 10.186], [1.808, -22.863, 6.257], [2.551, -23.286, 7.480], [2.858, -22.530, 8.424], [2.938, -24.428, 7.605], [1.639, -21.788, 6.322], [0.909, -23.479, 6.242], [2.382, -23.046, 5.348], [6.833, -25.863, 13.135], [6.885, -24.827, 12.040], [6.137, -24.841, 11.092], [7.811, -23.992, 12.124], [6.502, -25.493, 14.106], [7.791, -26.383, 13.130], [6.168, -26.682, 12.861], [5.112, -20.613, 10.667], [6.307, -19.866, 10.332], [5.500, -21.953, 10.683], [4.393, -19.909, 11.968], [3.423, -20.602, 12.434], [5.092, -19.718, 13.084], [3.946, -18.632, 11.736], [6.210, -18.458, 10.051], [7.336, -18.115, 8.970], [8.294, -17.864, 9.426], [7.529, -18.927, 8.269], [7.030, -17.183, 8.496], [6.371, -17.848, 10.940], [5.279, -18.171, 9.563], [4.257, -20.532, 9.996], [3.470, -13.378, 13.155], [3.339, -14.952, 12.895], [1.802, -15.341, 12.737], [4.079, -15.459, 11.876], [2.879, -12.879, 12.387], [4.547, -13.234, 13.236], [3.004, -12.953, 14.043], [3.856, -15.453, 13.714], [1.617, -16.386, 12.985], [1.576, -15.319, 11.671], [0.978, -14.810, 13.214], [3.959, -16.410, 11.942], [0.783, -18.187, 14.791], [1.035, -19.675, 15.106], [1.609, -19.943, 16.492], [-0.178, -20.384, 14.926], [0.389, -18.016, 13.789], [1.694, -17.621, 14.987], [-0.074, -17.830, 15.362], [1.752, -20.036, 14.368], [1.253, -20.887, 16.905], [1.224, -19.178, 17.166], [2.699, -19.911, 16.486], [-0.791, -20.316, 15.661], [8.573, -16.610, 13.806], [8.772, -15.496, 12.797], [10.019, -14.664, 13.160], [9.107, -15.814, 11.457], [7.628, -17.136, 13.675], [8.506, -16.270, 14.840], [9.345, -17.361, 13.977], [7.949, -14.782, 12.752], [10.187, -13.639, 12.829], [11.016, -15.089, 13.039], [9.889, -14.436, 14.218], [9.292, -14.981, 11.017], [6.709, -13.884, 9.310], [6.183, -14.074, 7.951], [4.778, -14.475, 7.583], [4.532, -15.629, 8.416], [3.154, -16.045, 8.776], [6.635, -13.039, 7.058], [7.384, -13.040, 9.454], [7.125, -14.786, 9.759], [5.820, -13.703, 9.915], [6.823, -14.913, 7.678], [4.635, -14.832, 6.563], [4.190, -13.611, 7.890], [2.709, -16.492, 7.887], [2.523, -15.235, 9.142], [3.312, -16.663, 9.660], [6.795, -12.157, 7.524], [5.867, -12.847, 6.430], [13.937, -13.309, 10.721], [13.287, -14.643, 11.130], [12.383, -15.359, 10.049], [11.449, -14.476, 9.314], [10.602, -15.044, 8.328], [14.282, -15.576, 11.582], [14.636, -12.990, 11.494], [13.204, -12.506, 10.643], [14.554, -13.378, 9.826], [12.659, -14.371, 11.979], [11.780, -16.081, 10.600], [13.016, -15.843, 9.305], [10.230, -14.234, 7.700], [9.785, -15.635, 8.742], [11.227, -15.679, 7.701], [13.745, -16.431, 11.631], [14.990, -15.715, 10.875], [10.644, -19.575, 8.785], [10.132, -20.719, 9.566], [9.596, -20.264, 10.945], [9.027, -21.381, 11.695], [8.690, -20.940, 13.029], [9.067, -21.278, 8.753], [10.844, -18.627, 9.284], [10.309, -19.274, 7.792], [11.582, -20.036, 8.476], [10.884, -21.494, 9.712], [8.805, -19.551, 10.711], [10.445, -19.809, 11.456], [9.533, -20.948, 13.720], [7.928, -21.567, 13.493], [8.362, -19.902, 12.985], [9.516, -21.596, 7.906], [8.397, -20.561, 8.514], [0.213, -20.615, 11.260], [-1.046, -20.939, 10.575], [-1.756, -19.600, 10.287], [-0.380, -18.493, 9.879], [-0.270, -17.316, 10.798], [-0.382, -18.231, 8.461], [0.967, -19.727, 10.320], [0.768, -21.543, 11.396], [-0.094, -20.217, 12.227], [-1.681, -21.547, 11.218], [-0.794, -21.366, 9.604], [-2.232, -19.227, 11.194], [-2.336, -19.544, 9.365], [1.765, -19.187, 10.829], [1.317, -20.196, 9.400], [2.782, -25.940, 14.127], [3.143, -24.544, 14.731], [2.791, -23.407, 13.801], [2.258, -24.111, 12.193], [3.174, -23.841, 11.103], [0.795, -24.206, 11.995], [2.755, -25.793, 12.563], [1.824, -26.349, 14.448], [3.631, -26.549, 14.440], [4.228, -24.586, 14.832], [2.747, -24.487, 15.744], [3.617, -22.716, 13.633], [1.860, -22.904, 14.060], [3.777, -25.866, 12.189], [2.129, -26.547, 12.086]]}

(2)
{"formula": "C3H5NS", "method": "the ωB97M-V functional and the def2-TZVPD basis", "e_above_lowest_kj_mol": 111.3, "smiles": "C=NC(C)=S", "orbital_gap_ev": 8.78, "species": ["C", "N", "C", "C", "S", "H", "H", "H", "H", "H"], "coordinates": [[1.784, 0.488, -0.406], [0.773, 0.457, 0.292], [-0.274, -0.319, 0.729], [-1.458, -0.156, -0.124], [-0.287, -1.095, 2.207], [2.546, 1.244, -0.290], [1.968, -0.389, -1.072], [-2.437, -0.538, 0.112], [-1.481, 0.901, -0.366], [-1.134, -0.593, -1.082]]}

(3)
{"formula": "C10H15NO3", "method": "the ωB97M-V functional and the def2-TZVPD basis", "e_above_lowest_kj_mol": 976.7, "orbital_gap_ev": 9.03, "species": ["C", "C", "C", "C", "C", "C", "C", "C", "C", "C", "H", "H", "H", "H", "H", "H", "H", "H", "H", "H", "H", "H", "H", "H", "H", "N", "O", "O", "O"], "coordinates": [[1.350, 2.787, 0.228], [1.516, 0.400, -0.245], [2.423, -0.031, -1.207], [3.128, -1.106, -1.166], [2.908, -1.883, -0.087], [1.684, -1.870, 0.501], [0.989, -0.597, 0.677], [-1.371, 0.160, 1.266], [-1.944, -0.457, 0.005], [-3.409, -0.970, -0.039], [1.325, 4.087, -0.565], [2.617, 2.535, 0.218], [0.530, 2.702, 1.252], [2.253, 0.777, -2.130], [3.804, -1.075, -2.017], [3.329, -3.025, -0.190], [1.660, -2.587, 1.284], [0.102, -0.795, 2.568], [-1.653, 1.338, 1.164], [-2.350, -0.047, 1.874], [-1.120, -0.812, -0.599], [-1.705, 1.486, -0.750], [-3.953, -0.184, 0.420], [-3.193, -2.002, 0.350], [-3.553, -0.064, -1.879], [0.061, -0.263, 1.667], [0.885, 1.635, -0.590], [-2.434, 0.907, -0.536], [-3.880, -1.044, -1.474]]}

(4)
{"formula": "C3H34NO14", "method": "the ωB97M-V functional and the def2-TZVPD basis", "e_above_lowest_kj_mol": 126.4, "total_charge": 1, "orbital_gap_ev": 9.91, "species": ["C", "C", "C", "O", "N", "H", "H", "H", "H", "H", "H", "H", "H", "H", "H", "O", "H", "H", "O", "H", "H", "O", "H", "H", "O", "H", "H", "O", "H", "H", "O", "H", "H", "O", "H", "H", "O", "H", "H", "O", "H", "H", "O", "H", "H", "O", "H", "H", "O", "H", "H", "O"], "coordinates": [[1.081, 0.432, -1.345], [0.063, 1.340, -2.029], [0.043, 2.732, -1.440], [-0.622, 3.585, -1.989], [0.429, -0.652, -0.531], [1.723, 0.931, -0.601], [1.731, 0.019, -2.151], [-0.953, 0.936, -2.088], [0.223, 1.594, -3.096], [0.510, 3.029, -0.509], [1.246, -1.173, -0.153], [-0.153, -1.237, -1.147], [-0.078, -0.360, 0.327], [-1.510, -3.494, 0.812], [-2.938, -4.122, 0.879], [-2.386, -3.511, 0.383], [-0.884, 2.425, 3.471], [0.241, 2.546, 2.522], [-0.164, 1.890, 3.106], [-3.230, -1.175, -1.298], [-4.577, -0.552, -0.811], [-3.618, -0.481, -0.755], [2.831, -2.907, 1.189], [2.373, -1.618, 1.928], [2.516, -2.012, 1.028], [1.150, 4.063, 1.685], [2.633, 4.429, 0.980], [2.018, 3.805, 1.360], [-1.041, 1.316, 1.474], [-2.202, 0.428, 0.884], [-1.401, 0.928, 0.650], [2.366, -1.987, -2.970], [0.980, -2.507, -3.203], [1.442, -1.755, -2.796], [-0.652, -0.833, -3.656], [-1.667, -1.066, -4.832], [-1.392, -1.364, -3.960], [2.833, 2.258, 1.099], [3.873, 1.082, 0.983], [2.988, 1.360, 0.727], [-0.921, -4.488, -2.099], [-1.807, -3.539, -1.244], [-1.051, -3.564, -1.867], [-1.314, -1.766, 3.025], [-0.005, -2.277, 2.272], [-0.945, -2.426, 2.422], [1.477, 0.055, 3.038], [1.386, -1.220, 3.989], [1.336, -0.899, 3.081], [-1.092, 4.599, 0.965], [-1.712, 3.407, 0.779], [-1.178, 3.796, 1.513]]}

(5)
{"formula": "C18H48CrN4O10V2", "method": "the ωB97M-V functional and the def2-TZVPD basis", "total_charge": 2, "s_squared": 6.012, "orbital_gap_ev": [3.45, 3.75], "spin_multiplicity": 5, "species": ["Cr", "O", "V", "O", "O", "V", "O", "O", "C", "C", "O", "H", "H", "H", "H", "C", "C", "C", "O", "C", "N", "H", "H", "H", "H", "H", "H", "H", "H", "H", "H", "H", "C", "C", "C", "O", "C", "N", "H", "H", "H", "H", "H", "H", "H", "H", "H", "H", "H", "C", "C", "C", "O", "C", "N", "H", "H", "H", "H", "H", "H", "H", "H", "H", "H", "H", "C", "C", "C", "O", "C", "N", "H", "H", "H", "H", "H", "H", "H", "H", "H", "H", "H"], "coordinates": [[0.466, 2.592, -3.840], [3.320, -0.368, -1.784], [2.342, -1.034, -2.823], [2.861, -0.823, -4.330], [-1.861, -4.353, -1.684], [-0.560, -4.327, -2.665], [0.589, -5.332, -2.095], [0.625, -2.360, -2.194], [-0.086, -1.403, -1.410], [-0.294, 0.077, -1.987], [0.733, 0.691, -2.716], [0.372, -1.304, -0.426], [-1.095, -1.722, -1.152], [-0.732, 0.733, -1.235], [-1.228, 0.020, -2.548], [-2.233, 4.230, 2.212], [-1.810, 2.913, 1.887], [-3.132, 1.943, 1.747], [-2.587, 0.621, 1.625], [-3.411, -0.406, 1.181], [-1.190, 2.885, 0.594], [-1.364, 4.869, 2.369], [-2.905, 4.346, 3.062], [-2.722, 4.505, 1.278], [-1.313, 2.412, 2.718], [-3.834, 2.161, 0.942], [-3.720, 2.056, 2.658], [-2.899, -1.331, 0.917], [-3.946, -0.049, 0.301], [-4.089, -0.616, 2.008], [-1.748, 3.529, 0.051], [-1.188, 1.967, 0.174], [-3.761, 1.786, -5.141], [-2.296, 1.733, -4.715], [-1.454, 1.223, -5.872], [-0.024, 1.251, -5.579], [0.642, 0.852, -6.752], [-1.796, 3.009, -4.117], [-3.802, 2.589, -5.877], [-4.480, 2.098, -4.383], [-4.020, 0.817, -5.567], [-2.415, 1.156, -3.798], [-1.661, 1.897, -6.703], [-1.747, 0.233, -6.223], [0.527, -0.225, -6.880], [1.703, 1.068, -6.623], [0.419, 1.355, -7.693], [-1.788, 3.767, -4.784], [-2.426, 3.383, -3.420], [3.178, -5.753, 4.688], [2.260, -4.533, 4.875], [1.425, -4.096, 3.660], [2.253, -3.674, 2.617], [1.587, -3.409, 1.406], [1.473, -4.817, 6.015], [2.652, -6.671, 4.423], [3.721, -5.970, 5.608], [3.811, -5.506, 3.836], [2.841, -3.651, 5.147], [0.845, -3.274, 4.079], [0.755, -4.901, 3.358], [2.337, -3.160, 0.656], [0.978, -2.506, 1.445], [0.981, -4.203, 0.968], [0.672, -4.228, 6.190], [0.964, -5.653, 5.768], [3.091, -0.100, 1.604], [1.957, 1.068, 1.544], [1.986, 1.977, 2.776], [1.176, 3.189, 2.393], [0.906, 4.012, 3.579], [2.019, 1.769, 0.231], [2.993, -0.708, 2.504], [4.060, 0.399, 1.625], [3.169, -0.756, 0.737], [0.996, 0.569, 1.418], [2.987, 2.126, 3.180], [1.472, 1.379, 3.529], [0.938, 5.073, 3.332], [1.622, 4.060, 4.400], [-0.039, 3.720, 4.035], [1.972, 1.056, -0.483], [2.983, 2.059, 0.149]]}

(6)
{"formula": "C12H32B3F12N4O4", "method": "the ωB97M-V functional and the def2-TZVPD basis", "total_charge": 1, "orbital_gap_ev": 4.76, "species": ["C", "C", "O", "N", "H", "H", "C", "H", "H", "H", "H", "H", "H", "C", "C", "O", "N", "H", "H", "C", "H", "H", "H", "H", "H", "H", "C", "C", "O", "N", "H", "H", "C", "H", "H", "H", "H", "H", "H", "C", "C", "O", "N", "H", "H", "C", "H", "H", "H", "H", "H", "H", "B", "F", "F", "F", "F", "B", "F", "F", "F", "F", "B", "F", "F", "F", "F"], "coordinates": [[-0.530, 3.481, -4.956], [0.707, 4.335, -4.738], [1.362, 4.881, -5.622], [1.134, 4.466, -3.266], [0.676, 5.242, -2.810], [0.890, 3.652, -2.720], [2.615, 4.738, -3.041], [-1.412, 3.991, -4.570], [-0.279, 2.529, -4.487], [-0.513, 3.457, -6.046], [3.080, 3.785, -3.293], [2.725, 5.160, -2.042], [2.878, 5.469, -3.806], [5.707, -0.906, 4.557], [5.989, -2.291, 3.930], [6.526, -3.187, 4.506], [5.220, -2.659, 2.615], [4.598, -3.406, 2.891], [4.656, -1.869, 2.336], [6.171, -2.882, 1.455], [6.233, -0.874, 5.511], [4.636, -0.903, 4.759], [6.022, -0.199, 3.789], [6.911, -2.082, 1.444], [5.690, -2.968, 0.481], [6.455, -3.890, 1.759], [-1.014, -5.220, -2.994], [-0.090, -5.326, -4.148], [0.998, -4.774, -4.166], [-0.496, -6.370, -5.171], [-1.388, -6.161, -5.597], [0.236, -6.377, -5.867], [-0.440, -7.843, -4.690], [-0.571, -4.593, -2.219], [-1.310, -6.145, -2.499], [-1.929, -4.693, -3.263], [-0.766, -8.568, -5.435], [-1.109, -7.971, -3.839], [0.504, -8.102, -4.210], [-2.581, 0.012, 6.396], [-3.889, 0.425, 5.681], [-4.769, 1.173, 6.071], [-3.896, -0.013, 4.243], [-4.164, 0.694, 3.573], [-2.913, 0.056, 4.023], [-4.321, -1.459, 3.919], [-2.624, 0.039, 7.485], [-1.727, 0.542, 5.972], [-2.568, -1.069, 6.254], [-3.867, -2.217, 4.558], [-4.086, -1.780, 2.904], [-5.401, -1.523, 4.044], [-6.536, 2.337, -0.768], [-6.073, 1.218, -1.451], [-7.209, 3.178, -1.589], [-7.316, 1.872, 0.295], [-5.454, 2.987, -0.240], [-1.290, 8.730, -0.151], [-1.933, 8.253, -1.305], [-1.185, 7.762, 0.829], [-0.049, 9.202, -0.460], [-1.963, 9.742, 0.438], [1.022, 1.021, 0.937], [0.996, 0.139, 2.083], [2.032, 0.666, 0.113], [-0.171, 0.845, 0.224], [1.162, 2.239, 1.383]]}

(7)
{"formula": "C4H5NO", "method": "the ωB97M-V functional and the def2-TZVPD basis", "e_above_lowest_kj_mol": 331.7, "orbital_gap_ev": 9.23, "species": ["O", "C", "C", "C", "C", "N", "H", "H", "H", "H", "H"], "coordinates": [[2.177, 0.364, -0.271], [0.881, 0.008, 0.016], [0.246, -1.284, -0.171], [-1.151, -0.901, -0.093], [-1.301, 0.475, -0.013], [-0.065, 1.058, 0.029], [2.569, -0.447, -0.654], [0.785, -0.630, 1.056], [-1.985, -1.600, -0.116], [-2.197, 1.088, 0.072], [0.130, 2.047, 0.146]]}

(8)
{"formula": "C6H4BaBrCl3N2OSeSi", "method": "the ωB97M-V functional and the def2-TZVPD basis", "orbital_gap_ev": 6.79, "species": ["Ba", "O", "C", "C", "C", "N", "C", "Br", "C", "H", "H", "H", "H", "Se", "C", "N", "Cl", "Si", "Cl", "Cl"], "coordinates": [[0.611, 1.725, -2.038], [-1.224, -2.570, 3.835], [-0.863, -1.785, 2.842], [-0.170, -0.605, 2.917], [0.091, 0.100, 1.765], [-0.256, -0.278, 0.521], [-1.005, -1.402, 0.492], [-1.712, -1.952, -1.176], [-1.297, -2.236, 1.568], [-1.205, -2.064, 4.703], [0.224, -0.293, 3.844], [0.700, 1.059, 1.812], [-1.823, -3.173, 1.485], [-2.881, 5.253, -3.983], [-1.720, 4.150, -3.312], [-0.996, 3.339, -2.833], [3.582, -1.401, -2.350], [2.517, -0.127, -3.625], [4.044, 0.372, -4.845], [3.383, 1.887, -1.621]]}

(9)
{"formula": "C3H10N2", "method": "the ωB97M-V functional and the def2-TZVPD basis", "e_above_lowest_kj_mol": 185.5, "smiles": "C=CC.NN", "orbital_gap_ev": 10.76, "species": ["C", "C", "C", "H", "H", "H", "H", "H", "H", "N", "N", "H", "H", "H", "H"], "coordinates": [[-1.113, -0.377, -1.038], [-0.750, -0.110, -2.286], [0.623, 0.373, -2.674], [-0.409, -0.292, -0.219], [-2.124, -0.687, -0.756], [-1.487, -0.240, -3.095], [1.230, 0.551, -1.771], [1.136, -0.356, -3.323], [0.557, 1.303, -3.255], [0.625, 0.085, 3.393], [0.470, -0.097, 1.990], [-0.084, 0.727, 3.748], [0.445, -0.825, 3.770], [1.006, 0.604, 1.494], [-0.493, -0.008, 1.707]]}

Number 1: calculated total energy -129409.854 eV. Number 2: calculated total energy -15515.719 eV. Number 3: calculated total energy -18235.809 eV. Number 4: calculated total energy -33812.515 eV. Number 5: calculated total energy -125652.986 eV. Number 6: calculated total energy -61754.353 eV. Number 7: calculated total energy -7763.089 eV. Number 8: calculated total energy -192846.066 eV. Number 9: calculated total energy -6251.506 eV.